P:
Density functional theory data (ωB97M-V/def2-TZVPD) for a cluster of 6 separate species, C42H98N6O10 in total.

```
! wB97M-V def2-TZVPD RIJCOSX def2/J DEFGRID3
* xyz 0 1
C -0.957 1.616 -4.891
O 0.345 1.201 -4.575
C 1.188 1.084 -5.733
C 2.640 1.099 -5.326
N 2.978 -0.062 -4.533
C 4.264 0.009 -3.912
C 4.766 -1.362 -3.490
O 5.827 -1.163 -2.581
C 6.131 -2.334 -1.863
H -1.550 1.651 -3.982
H -1.398 1.028 -5.702
H -0.948 2.658 -5.255
H 0.914 1.888 -6.423
H 0.972 0.127 -6.231
H 2.809 2.059 -4.813
H 3.205 1.034 -6.262
H 2.235 -0.375 -3.926
H 4.298 0.725 -3.086
H 4.989 0.328 -4.668
H 5.092 -1.924 -4.377
H 3.972 -1.989 -3.057
H 5.267 -2.636 -1.257
H 7.037 -2.178 -1.284
H 6.330 -3.186 -2.533
C -4.233 -3.057 -1.211
O -4.013 -4.436 -1.066
C -4.150 -5.134 -2.286
C -4.511 -6.562 -2.017
N -4.809 -7.257 -3.268
C -3.681 -7.485 -4.162
C -3.854 -8.744 -4.964
O -3.581 -9.825 -4.101
C -3.650 -11.063 -4.761
H -5.301 -2.821 -1.085
H -3.831 -2.624 -2.126
H -3.797 -2.558 -0.339
H -3.238 -5.043 -2.891
H -4.951 -4.690 -2.898
H -5.379 -6.672 -1.373
H -3.623 -7.050 -1.573
H -5.296 -8.123 -3.092
H -2.753 -7.534 -3.567
H -3.562 -6.575 -4.759
H -3.120 -8.660 -5.781
H -4.850 -8.887 -5.397
H -3.504 -11.850 -4.028
H -2.944 -11.158 -5.596
H -4.642 -11.195 -5.226
C 0.664 1.245 3.114
O -0.432 0.540 3.713
C -0.441 -0.861 3.589
C -1.890 -1.298 3.761
N -2.427 -1.120 5.092
C -2.059 -2.219 6.006
C -2.615 -1.946 7.378
O -2.568 -3.087 8.207
C -1.556 -3.074 9.175
H 0.566 2.298 3.341
H 0.605 0.975 2.061
H 1.555 0.835 3.607
H 0.174 -1.291 4.397
H -0.043 -1.221 2.633
H -2.064 -2.308 3.385
H -2.463 -0.652 3.084
H -1.990 -0.302 5.514
H -0.976 -2.431 6.051
H -2.486 -3.129 5.571
H -3.674 -1.700 7.261
H -2.136 -1.064 7.822
H -1.613 -2.186 9.823
H -0.559 -3.085 8.718
H -1.682 -3.925 9.841
C 3.332 4.053 -0.461
O 3.011 3.343 0.714
C 3.787 2.150 0.803
C 5.043 2.330 1.678
N 4.857 2.018 3.057
C 3.867 2.786 3.778
C 3.772 2.405 5.229
O 4.834 2.883 6.058
C 5.185 4.216 5.884
H 2.803 5.005 -0.468
H 3.056 3.468 -1.347
H 4.398 4.308 -0.529
H 3.982 1.579 -0.101
H 3.117 1.557 1.441
H 5.355 3.386 1.550
H 5.852 1.716 1.280
H 5.616 1.592 3.553
H 2.937 2.638 3.227
H 4.096 3.855 3.639
H 3.818 1.327 5.353
H 2.852 2.891 5.589
H 5.915 4.516 6.632
H 4.314 4.889 5.904
H 5.671 4.430 4.918
C -0.849 -0.527 -0.004
C 0.532 -0.588 -0.639
C 1.608 -1.213 0.220
C 1.328 -2.679 0.503
C 1.386 -3.441 -0.822
C 0.500 -2.820 -1.919
N 0.486 -1.365 -1.895
O -0.410 -0.807 -2.831
C 1.062 -3.252 -3.281
C -0.926 -3.411 -1.785
C 0.979 0.829 -0.949
H -1.325 -1.499 0.177
H -1.658 -0.111 -0.618
H -0.886 0.067 0.913
H 2.522 -1.224 -0.397
H 1.951 -0.631 1.078
H 0.333 -2.781 0.949
H 2.061 -3.112 1.186
H 1.072 -4.462 -0.613
H 2.415 -3.362 -1.182
H 0.964 -4.311 -3.513
H 0.553 -2.637 -4.024
H 2.129 -3.013 -3.306
H -1.613 -2.834 -2.399
H -0.922 -4.448 -2.128
H -1.252 -3.424 -0.745
H 0.998 1.412 -0.024
H 0.324 1.412 -1.605
H 1.932 0.844 -1.474
H 0.145 -0.317 -3.467
C -0.201 4.472 1.635
C -1.027 5.149 0.573
C -2.115 4.189 0.078
C -3.110 4.861 -0.852
C -3.774 5.988 -0.100
C -2.792 7.025 0.454
N -1.698 6.334 1.082
O -0.859 7.151 1.866
C -2.391 8.081 -0.598
C -3.563 7.828 1.515
C -0.127 5.501 -0.625
H 0.630 5.072 2.009
H 0.221 3.555 1.221
H -0.775 4.207 2.531
H -1.624 3.323 -0.370
H -2.641 3.874 0.987
H -3.779 4.102 -1.262
H -2.642 5.325 -1.730
H -4.313 5.608 0.780
H -4.569 6.496 -0.653
H -1.754 7.657 -1.382
H -3.269 8.518 -1.066
H -1.704 8.799 -0.146
H -4.571 8.074 1.172
H -3.743 7.248 2.426
H -3.032 8.746 1.758
H 0.464 4.656 -0.981
H 0.610 6.255 -0.310
H -0.673 6.035 -1.395
H -1.107 6.945 2.774
*
```

The SMILES is CC1(C)CCCC(C)(C)N1O.CC1(C)CCCC(C)(C)N1O.COCCNCCOC.COCCNCCOC.COCCNCCOC.COCCNCCOC. The calculation puts the LUMO energy at 0.6 eV. The value obtained for the frontier orbital gap is 8.593 eV.

Here are the Mulliken charges for atoms 1 to 4, given in e:
1 C -1.01
2 O -0.14
3 C -0.81
4 C -0.50

=====

Q:
Density functional theory data (ωB97M-V/def2-TZVPD) for a cluster of 6 separate species, C42H98N6O10 in total.

```
! wB97M-V def2-TZVPD RIJCOSX def2/J DEFGRID3
* xyz 0 1
C 11.072 5.875 -19.219
C 11.189 6.422 -20.647
C 12.706 6.333 -21.003
C 13.089 4.927 -21.621
C 12.195 4.441 -22.774
C 10.679 4.405 -22.319
N 10.351 5.731 -21.677
O 9.023 5.664 -21.212
C 9.812 4.023 -23.508
C 10.624 3.245 -21.310
C 10.850 7.896 -20.639
H 10.109 5.993 -18.723
H 11.755 6.355 -18.517
H 11.257 4.802 -19.170
H 12.888 7.086 -21.769
H 13.402 6.522 -20.186
H 13.195 4.237 -20.784
H 14.084 4.873 -22.062
H 12.525 3.501 -23.217
H 12.093 5.286 -23.455
H 8.791 4.308 -23.256
H 10.017 4.711 -24.328
H 9.750 2.939 -23.597
H 9.659 3.150 -20.812
H 10.909 2.295 -21.764
H 11.372 3.292 -20.518
H 9.854 8.074 -20.233
H 10.913 8.294 -21.651
H 11.672 8.384 -20.114
H 8.905 4.881 -20.669
C 2.420 9.678 -26.779
C 1.370 8.524 -27.271
C -0.040 9.175 -27.123
C -0.402 10.153 -28.270
C -0.164 9.559 -29.746
C 1.231 8.977 -29.824
N 1.634 8.103 -28.690
O 2.963 7.638 -28.810
C 1.090 8.153 -31.064
C 2.273 10.200 -29.931
C 1.440 7.376 -26.317
H 2.265 10.695 -27.140
H 3.488 9.488 -26.886
H 2.116 9.803 -25.740
H -0.746 8.367 -26.930
H -0.276 9.789 -26.254
H 0.212 11.048 -28.165
H -1.433 10.485 -28.147
H -0.228 10.525 -30.246
H -0.992 8.889 -29.975
H 0.723 8.759 -31.893
H 2.065 7.803 -31.405
H 0.433 7.285 -31.009
H 2.296 10.393 -31.004
H 1.888 11.116 -29.483
H 3.220 10.215 -29.391
H 2.447 7.079 -26.024
H 0.848 6.527 -26.658
H 0.853 7.464 -25.403
H 2.960 6.686 -28.936
C 1.391 5.490 -14.912
O 1.235 6.886 -14.838
C 1.707 7.542 -15.974
C 3.182 7.880 -15.929
N 3.429 8.800 -14.735
C 2.872 10.161 -14.920
C 3.921 11.174 -14.355
O 4.051 11.008 -12.941
C 2.882 11.276 -12.218
H 0.656 4.906 -15.466
H 1.217 5.218 -13.871
H 2.433 5.248 -15.121
H 1.109 8.409 -16.254
H 1.566 7.078 -16.950
H 3.506 8.374 -16.845
H 3.722 6.939 -15.828
H 2.844 8.376 -14.030
H 1.845 10.175 -14.555
H 2.736 10.255 -15.997
H 3.806 12.182 -14.755
H 4.894 10.918 -14.775
H 2.982 11.093 -11.148
H 2.061 10.628 -12.525
H 2.520 12.273 -11.969
C -6.904 3.436 -32.769
O -6.756 3.701 -31.427
C -5.908 4.763 -30.984
C -5.522 4.620 -29.528
N -5.036 3.279 -29.035
C -3.674 2.902 -29.495
C -3.171 1.795 -28.487
O -3.965 0.574 -28.765
C -3.449 -0.633 -28.256
H -7.314 4.366 -33.162
H -7.589 2.592 -32.855
H -5.943 3.267 -33.253
H -6.388 5.705 -31.250
H -5.004 4.721 -31.591
H -6.464 4.661 -28.981
H -5.053 5.579 -29.310
H -5.702 2.556 -29.264
H -3.134 3.846 -29.426
H -3.639 2.653 -30.556
H -3.219 1.872 -27.401
H -2.129 1.717 -28.798
H -4.274 -1.346 -28.259
H -3.242 -0.614 -27.186
H -2.735 -1.131 -28.912
C -1.987 -12.786 -18.610
O -2.156 -14.264 -18.466
C -1.196 -14.727 -17.575
C -1.199 -16.260 -17.551
N -2.118 -17.009 -16.615
C -3.547 -16.536 -16.683
C -4.524 -17.573 -16.009
O -4.607 -17.357 -14.551
C -3.904 -18.347 -13.835
H -2.910 -12.522 -19.125
H -1.109 -12.552 -19.212
H -1.888 -12.183 -17.707
H -1.429 -14.340 -16.584
H -0.248 -14.286 -17.882
H -0.176 -16.508 -17.269
H -1.463 -16.591 -18.555
H -2.113 -17.949 -16.984
H -3.815 -16.215 -17.689
H -3.571 -15.577 -16.164
H -4.431 -18.574 -16.430
H -5.568 -17.285 -16.133
H -4.020 -18.113 -12.777
H -2.848 -18.447 -14.085
H -4.304 -19.343 -14.026
C 0.714 -2.703 -19.888
O 1.967 -2.020 -19.714
C 2.730 -1.665 -20.863
C 3.689 -2.886 -21.174
N 2.948 -4.167 -21.389
C 3.794 -5.370 -21.647
C 4.270 -5.951 -20.345
O 3.241 -6.064 -19.409
C 3.529 -6.656 -18.154
H 0.283 -2.587 -20.882
H -0.110 -2.339 -19.274
H 0.703 -3.754 -19.598
H 3.230 -0.717 -20.665
H 2.016 -1.565 -21.681
H 4.380 -3.082 -20.354
H 4.272 -2.632 -22.059
H 2.533 -4.307 -20.479
H 4.739 -5.012 -22.057
H 3.350 -6.248 -22.116
H 5.126 -5.388 -19.973
H 4.591 -6.946 -20.653
H 2.701 -6.748 -17.451
H 4.434 -6.306 -17.658
H 3.923 -7.669 -18.239
*
```

The SMILES is CC1(C)CCCC(C)(C)N1O.CC1(C)CCCC(C)(C)N1O.COCCNCCOC.COCCNCCOC.COCCNCCOC.COCCNCCOC. The calculation puts the LUMO energy at 0.5 eV. The value obtained for the frontier orbital gap is 8.725 eV.

Here are the Mulliken charges for atoms 1 to 4, given in e:
1 C -1.70
2 C 1.75
3 C -1.07
4 C -0.75

=====

Computed relative energies in units of eV: P 0.000; Q 6.939

=====

P:
Density functional theory data (ωB97M-V/def2-TZVPD) for the molecule C2H5BO2.

```
! wB97M-V def2-TZVPD RIJCOSX def2/J DEFGRID3
* xyz 0 1
B 0.111 -1.503 -0.461
C -0.665 -0.334 -1.086
C 0.207 1.110 0.798
O -1.262 0.437 -1.716
O -0.400 -0.065 0.530
H 1.363 -1.678 -0.781
H -0.547 -2.256 -0.002
H 1.198 0.932 0.871
H 0.011 1.563 1.786
H -0.016 1.795 0.062
*
```

The calculation puts the LUMO energy at 0.8 eV. The value obtained for the frontier orbital gap is 11.274 eV.

Here are the Mulliken charges for atoms 1 to 4, given in e:
1 B 0.18
2 C 0.51
3 C -0.71
4 O -0.39

=====

Q:
Density functional theory data (ωB97M-V/def2-TZVPD) for the molecule C2H5BO2.

```
! wB97M-V def2-TZVPD RIJCOSX def2/J DEFGRID3
* xyz 0 1
B -0.131 0.771 -0.120
C 0.630 -1.659 0.084
C 0.462 -0.529 -0.580
O -0.892 1.550 -0.912
O -0.088 0.913 1.259
H 1.104 -2.563 -0.314
H 0.266 -1.714 1.072
H 0.747 -0.508 -1.676
H -1.245 2.261 -0.378
H -0.852 1.479 1.566
*
```

The SMILES is C=CB(O)O. The calculation puts the LUMO energy at 0.3 eV. The value obtained for the frontier orbital gap is 10.411 eV.

Here are the Mulliken charges for atoms 1 to 4, given in e:
1 B 0.49
2 C -0.55
3 C -0.15
4 O -0.48

=====

Computed relative energies in units of eV: P 4.081; Q 0.000

=====

P:
Density functional theory data (ωB97M-V/def2-TZVPD) for a cluster of 2 separate species, C2H5N in total.

```
! wB97M-V def2-TZVPD RIJCOSX def2/J DEFGRID3
* xyz 0 1
C 0.035 -0.076 -0.519
C 0.078 0.312 0.843
N -0.969 0.295 -1.162
H 1.060 -0.467 -0.826
H 0.518 -1.366 1.400
H -0.852 0.610 1.325
H 1.045 0.555 1.143
H -0.915 0.137 -2.203
*
```

The calculation puts the LUMO energy at 0.0 eV. The value obtained for the frontier orbital gap is 9.670 eV.

Here are the Mulliken charges for atoms 1 to 4, given in e:
1 C 0.22
2 C -0.95
3 N -0.57
4 H 0.29

=====

Q:
Density functional theory data (ωB97M-V/def2-TZVPD) for the molecule C2H5N.

```
! wB97M-V def2-TZVPD RIJCOSX def2/J DEFGRID3
* xyz 0 1
C 0.561 -0.596 0.012
C -0.905 -0.145 0.052
H 0.945 -0.710 1.048
H 0.890 -1.197 -0.693
H -1.163 0.278 1.103
H -1.647 -0.376 -0.754
H 0.835 1.216 0.482
N 0.315 0.748 -0.224
*
```

The SMILES is C1CN1. The calculation puts the LUMO energy at 1.3 eV. The value obtained for the frontier orbital gap is 10.355 eV.

Here are the Mulliken charges for atoms 1 to 4, given in e:
1 C -0.45
2 C -0.24
3 H 0.22
4 H 0.30

=====

Computed relative energies in units of eV: P 1.130; Q 0.000